1.
Molecular formula: C72H84F16N20O32S16
Method: DFT, ωB97M-V with the def2-TZVPD basis set

Geometry (Å):
C (-9.03592, 2.91835, 0.46979)
N (-7.82522, 2.37778, -0.17409)
C (-6.60868, 2.99606, -0.08026)
C (-5.57589, 2.64737, -0.95165)
C (-5.65613, 1.50138, -1.76045)
C (-6.89909, 0.83614, -1.74878)
C (-7.95213, 1.32864, -1.01576)
C (-4.67591, 1.11546, -2.84750)
C (-5.04840, 0.62632, -4.03589)
C (-4.16573, 0.35920, -5.01847)
N (-2.80428, 0.57834, -4.82344)
C (-2.38838, 1.07753, -3.62834)
C (-3.34895, 1.27965, -2.57578)
C (-1.77045, 0.24776, -5.83196)
H (-9.17109, 2.42927, 1.41239)
H (-9.91841, 2.79823, -0.15911)
H (-8.86392, 3.95819, 0.58848)
H (-6.52001, 3.81081, 0.60907)
H (-4.67912, 3.25006, -0.71561)
H (-7.07452, -0.06206, -2.33906)
H (-9.02593, 1.06656, -1.08622)
H (-6.08443, 0.32827, -4.24728)
H (-4.42135, -0.21028, -5.95036)
H (-1.27601, 1.25497, -3.56103)
H (-2.99738, 1.61774, -1.62908)
H (-1.72034, 1.20769, -6.48623)
H (-2.02100, -0.54567, -6.52117)
H (-0.86848, 0.00997, -5.32690)
C (5.75260, -1.22327, -2.90325)
N (6.56526, -0.23504, -2.17010)
C (6.80324, 0.97557, -2.66319)
C (7.55656, 1.83071, -1.87307)
C (8.06952, 1.47251, -0.61782)
C (7.90414, 0.14454, -0.22552)
C (7.06989, -0.68244, -1.00517)
C (8.81573, 2.48831, 0.24465)
C (9.12591, 2.27182, 1.64279)
C (9.86065, 3.21314, 2.33101)
N (10.27334, 4.38747, 1.73733)
C (10.03315, 4.50907, 0.44102)
C (9.38382, 3.57699, -0.35776)
C (11.05826, 5.45217, 2.45661)
H (4.91176, -1.36235, -2.22237)
H (6.17669, -2.23819, -2.98167)
H (5.44916, -0.90563, -3.91505)
H (6.34468, 1.28412, -3.59529)
H (7.76410, 2.82235, -2.31241)
H (8.20019, -0.29943, 0.71252)
H (6.90195, -1.74500, -0.78136)
H (8.81099, 1.39717, 2.14260)
H (9.87329, 3.12883, 3.37715)
H (10.26164, 5.42551, 0.01355)
H (9.29265, 3.86951, -1.33543)
H (11.02626, 5.41896, 3.53153)
H (10.67698, 6.45994, 2.22029)
H (12.04227, 5.29964, 1.98094)
C (0.80833, 9.76086, -4.78290)
N (1.48554, 9.69534, -3.38824)
C (2.83824, 9.82771, -3.21617)
C (3.32588, 9.78350, -1.90365)
C (2.51565, 9.60355, -0.81930)
C (1.13258, 9.36701, -1.05632)
C (0.70654, 9.36299, -2.33436)
C (3.21956, 9.45484, 0.51374)
C (2.55390, 8.85965, 1.60505)
C (3.15520, 8.77008, 2.82158)
N (4.42564, 9.18945, 2.99816)
C (5.12001, 9.78693, 1.98862)
C (4.44773, 10.01491, 0.80955)
C (5.05287, 8.85879, 4.26707)
H (-0.08374, 10.40631, -4.64914)
H (0.47022, 8.73831, -4.97326)
H (1.38215, 10.19614, -5.59583)
H (3.42995, 9.92193, -4.14303)
H (4.39896, 9.91583, -1.81820)
H (0.37467, 9.10960, -0.29770)
H (-0.32036, 9.05770, -2.60992)
H (1.57696, 8.41952, 1.49576)
H (2.72642, 8.17795, 3.61562)
H (6.10824, 10.05061, 2.19263)
H (5.06862, 10.51339, 0.15350)
H (6.07488, 9.14073, 4.20698)
H (4.91183, 7.76483, 4.45008)
H (4.59345, 9.43247, 5.18996)
C (-3.80181, -6.92309, 8.78607)
N (-3.96147, -6.79443, 7.38619)
C (-3.79392, -7.89231, 6.60622)
C (-4.24432, -7.79103, 5.28961)
C (-4.85468, -6.62285, 4.88458)
C (-5.00598, -5.50625, 5.72116)
C (-4.51473, -5.64490, 6.97147)
C (-5.47008, -6.50018, 3.53997)
C (-6.36008, -7.60051, 3.21525)
C (-7.20117, -7.48617, 2.15208)
N (-7.23475, -6.34361, 1.43020)
C (-6.35830, -5.34294, 1.63746)
C (-5.51442, -5.38445, 2.70192)
C (-8.26678, -6.21474, 0.36614)
H (-3.36042, -6.03038, 9.11743)
H (-3.15475, -7.76551, 9.06356)
H (-4.74458, -7.10447, 9.25838)
H (-3.33079, -8.72355, 7.13541)
H (-4.13784, -8.62638, 4.60547)
H (-5.66435, -4.61629, 5.64585)
H (-4.66300, -4.85018, 7.72869)
H (-6.29030, -8.55273, 3.79072)
H (-7.87302, -8.26565, 1.79652)
H (-6.27458, -4.48111, 1.01722)
H (-4.78755, -4.59556, 2.90088)
H (-7.86826, -6.35214, -0.66918)
H (-8.59696, -5.18517, 0.44353)
H (-9.05494, -6.88638, 0.55916)
C (-2.82367, -2.56761, 1.46619)
N (-2.05719, -1.40237, 1.36414)
C (-2.13144, -0.47290, 2.29084)
C (-1.37725, 0.67583, 2.14106)
C (-0.48303, 0.76522, 1.08095)
C (-0.55730, -0.19625, 0.08359)
C (-1.31331, -1.30314, 0.25644)
C (0.52163, 1.80380, 1.07656)
C (0.95210, 2.28148, 2.30496)
C (1.99080, 3.29365, 2.31210)
N (2.47518, 3.78615, 1.17508)
C (2.07838, 3.34781, -0.03777)
C (1.13574, 2.33315, -0.10287)
C (3.08712, 5.08401, 1.26749)
H (-2.64292, -3.11137, 2.32436)
H (-2.81745, -3.18123, 0.62080)
H (-3.85120, -2.27888, 1.54887)
H (-2.93624, -0.58971, 3.01965)
H (-1.36950, 1.34347, 2.95200)
H (0.13789, -0.23489, -0.72840)
H (-1.38126, -2.18833, -0.44582)
H (0.53689, 1.73856, 3.19230)
H (2.44458, 3.74247, 3.16302)
H (2.49502, 3.72112, -0.98659)
H (0.90992, 1.87954, -1.05994)
H (4.16094, 5.03545, 1.15947)
H (2.85403, 5.45458, 2.25368)
H (2.58806, 5.71310, 0.56328)
C (-1.33127, -11.13337, -6.22140)
N (-0.86514, -10.19945, -5.12563)
C (-0.32481, -8.99661, -5.44063)
C (0.27747, -8.23820, -4.44225)
C (0.20676, -8.66866, -3.14274)
C (-0.43588, -9.81592, -2.85576)
C (-0.99116, -10.61624, -3.84884)
C (0.55305, -7.66966, -2.08819)
C (-0.19718, -6.47805, -2.02621)
C (0.13439, -5.50861, -1.16966)
N (1.20624, -5.63375, -0.33003)
C (1.93388, -6.74260, -0.32426)
C (1.66522, -7.81145, -1.18833)
C (1.33671, -4.63911, 0.73282)
H (-1.82955, -10.52811, -7.01471)
H (-2.10717, -11.75996, -5.77487)
H (-0.53950, -11.78688, -6.63164)
H (-0.22315, -8.83232, -6.48373)
H (0.71840, -7.31510, -4.68378)
H (-0.53119, -10.14682, -1.79481)
H (-1.55972, -11.54173, -3.74434)
H (-0.99540, -6.27083, -2.76970)
H (-0.31744, -4.50985, -1.15495)
H (2.73222, -6.83941, 0.37474)
H (2.29954, -8.66681, -1.11121)
H (0.31976, -4.56023, 1.23541)
H (1.52990, -3.63951, 0.27501)
H (2.20536, -5.02058, 1.31763)
N (-1.03599, 5.11022, 1.00821)
S (-2.25231, 4.09223, 1.00985)
O (-2.82106, 3.82481, 2.30505)
O (-2.16299, 3.12345, -0.06020)
F (-3.37331, 5.12242, 0.39835)
S (-0.52687, 6.23581, 1.89722)
O (0.09007, 7.30431, 1.14395)
O (0.24142, 5.73108, 2.99977)
F (-1.86085, 6.83183, 2.51493)
N (-3.42816, -2.81765, -1.79120)
S (-4.72471, -2.05048, -1.55000)
O (-5.60110, -1.73352, -2.65216)
O (-4.44777, -0.94687, -0.54354)
F (-5.56741, -3.13242, -0.72386)
S (-2.79442, -3.28444, -3.21903)
O (-1.81983, -4.17868, -2.96655)
O (-2.59124, -2.31740, -4.23515)
F (-4.05260, -4.15104, -3.72864)
N (4.20094, 0.97112, 0.85597)
S (3.39246, -0.39155, 1.04991)
O (3.09669, -0.82386, -0.25645)
O (2.30407, -0.38566, 1.98706)
F (4.40285, -1.25612, 1.79312)
S (5.16096, 1.59527, 1.83666)
O (6.43546, 0.95896, 2.01251)
O (4.45689, 2.33153, 2.85643)
F (5.60046, 2.68930, 0.73072)
N (-7.75353, -1.91321, 3.91477)
S (-8.43206, -3.22512, 4.55210)
O (-9.00450, -3.07814, 5.79855)
O (-7.63963, -4.35485, 4.29357)
F (-9.75053, -3.20056, 3.58398)
S (-6.31641, -1.56274, 4.41647)
O (-5.97099, -2.43977, 5.53178)
O (-6.09304, -0.15437, 4.28025)
F (-5.40234, -2.17752, 3.10963)
N (-3.29628, -7.84144, 1.30038)
S (-1.84226, -7.54407, 1.82110)
O (-0.75309, -7.75249, 0.91095)
O (-1.67084, -7.93670, 3.18453)
F (-1.85961, -5.92489, 1.95536)
S (-3.69067, -7.56205, -0.22597)
O (-4.97881, -8.06666, -0.47997)
O (-2.55092, -7.84896, -1.09022)
F (-3.79239, -5.94672, -0.17608)
N (6.48570, 5.27281, 0.78561)
S (6.78363, 6.32863, 1.87845)
O (7.12725, 7.59785, 1.33218)
O (7.57183, 5.83531, 2.93017)
F (5.23944, 6.54608, 2.38080)
S (6.43627, 5.50125, -0.72811)
O (5.73206, 4.49899, -1.40683)
O (7.75243, 5.83414, -1.24451)
F (5.63383, 6.85942, -0.99682)
N (1.70319, -3.20550, -2.66372)
S (2.96522, -3.95788, -3.22275)
O (3.72389, -3.27312, -4.19003)
O (2.69260, -5.32247, -3.37340)
F (3.90348, -3.93391, -1.96126)
S (0.86918, -2.06550, -3.31576)
O (-0.28614, -1.77333, -2.50478)
O (0.78936, -2.20825, -4.73745)
F (1.72087, -0.74930, -2.98548)
N (0.91571, 4.57509, -2.80912)
S (0.95055, 6.14080, -2.62402)
O (1.11956, 6.95487, -3.76413)
O (1.77438, 6.42399, -1.48651)
F (-0.46422, 6.57223, -1.99948)
S (-0.03069, 3.67537, -3.65673)
O (-1.39603, 3.91881, -3.29107)
O (0.33940, 2.31601, -3.67892)
F (0.20300, 4.17367, -5.08392)

Summary:
Kohn-Sham gap   7.249 eV
Charge   +4
HOMO energy   -14.88 eV


2.
Molecular formula: C72H97AsBCl6F6In2N15O16
Method: DFT, ωB97M-V with the def2-TZVPD basis set

Geometry (Å):
In (-1.03356, 4.48846, -0.03630)
In (-2.99894, -2.92628, -3.22249)
Cl (-3.47740, 2.51123, -0.07440)
O (-3.21066, 3.10975, -1.35241)
O (-2.93846, 1.20710, -0.03626)
O (-2.63886, 3.45300, 0.88438)
O (-4.78477, 2.63610, 0.39705)
Cl (-2.70613, 0.37696, -4.03578)
O (-1.74872, 0.76171, -3.02448)
O (-3.73990, 1.27926, -4.32441)
O (-2.09642, 0.03760, -5.22134)
O (-3.28066, -0.81243, -3.30081)
O (1.24537, -1.91527, -3.17795)
C (0.76330, -1.71191, -2.13523)
O (1.36992, -1.08929, -1.09600)
B (0.39437, -0.63968, -0.11560)
O (-0.86840, -1.31078, -0.56006)
C (-0.59011, -2.03263, -1.58554)
O (-1.49645, -2.82542, -1.99880)
O (0.14535, 0.82738, -0.27023)
C (0.58781, 1.51518, 0.72500)
O (0.49431, 2.76559, 0.84462)
C (0.81837, 0.45644, 1.77284)
O (0.54640, -0.76603, 1.28131)
O (1.03822, 0.76685, 2.83147)
As (-4.52177, -6.41914, -7.39425)
F (-3.22223, -5.21295, -7.78834)
F (-5.38080, -5.87766, -8.75868)
F (-6.02852, -7.11250, -6.69757)
F (-3.65000, -6.62256, -5.85922)
F (-4.76919, -3.69162, -4.26624)
F (-3.91803, -7.82720, -8.12552)
N (-2.96827, -6.39168, 1.22920)
C (-4.24123, -6.05327, 0.97017)
C (-5.34082, -6.77114, 1.44539)
C (-5.08386, -7.84778, 2.28056)
C (-3.78010, -8.19765, 2.59134)
C (-2.79185, -7.47665, 1.97994)
H (-4.44547, -5.17435, 0.36369)
H (-6.36605, -6.56577, 1.08599)
H (-5.87894, -8.44381, 2.66083)
H (-3.43462, -8.91170, 3.32711)
H (-1.81402, -7.83066, 2.20541)
N (2.72854, -4.19692, 3.43425)
C (3.45252, -3.17882, 2.99945)
C (4.35832, -3.25998, 1.92465)
C (4.58215, -4.47861, 1.29403)
C (3.81933, -5.56482, 1.74359)
C (2.91544, -5.36594, 2.76417)
H (3.24060, -2.21576, 3.49073)
H (4.89846, -2.37953, 1.60353)
H (5.31506, -4.53663, 0.49163)
H (3.99897, -6.54542, 1.32427)
H (2.42892, -6.26709, 3.09285)
N (-0.24642, 5.31753, 1.84383)
C (-0.96820, 6.40873, 2.01882)
C (-1.10893, 7.02171, 3.26010)
C (-0.31795, 6.57373, 4.28339)
C (0.55082, 5.47452, 4.03912)
C (0.56848, 4.86055, 2.79307)
H (-1.58611, 6.70650, 1.23855)
H (-1.74596, 7.86987, 3.32402)
H (-0.42626, 6.97759, 5.28270)
H (1.21770, 5.06108, 4.79691)
H (1.20174, 3.98561, 2.61918)
N (-2.81002, 6.19943, -0.35662)
C (-2.59140, 6.95321, -1.46853)
C (-3.60998, 7.68971, -2.03050)
C (-4.65564, 8.10851, -1.19583)
C (-4.84647, 7.45420, 0.03319)
C (-3.92613, 6.43872, 0.36310)
H (-1.60867, 6.78591, -1.93840)
H (-3.53370, 8.08434, -3.05654)
H (-5.37860, 8.86538, -1.53180)
H (-5.72842, 7.55208, 0.61917)
H (-4.01633, 5.74942, 1.19043)
N (0.99419, -5.25414, -1.74485)
C (1.48619, -6.27948, -1.07808)
C (2.41989, -7.19880, -1.63967)
C (2.83611, -7.00466, -2.95450)
C (2.29836, -5.90531, -3.60844)
C (1.42496, -5.08783, -2.98781)
H (1.10801, -6.50789, -0.07529)
H (2.71980, -8.02765, -1.01616)
H (3.67453, -7.49552, -3.43204)
H (2.58845, -5.63704, -4.57972)
H (0.94556, -4.26944, -3.52511)
N (0.63950, 5.60316, -1.01398)
C (0.63119, 5.95143, -2.29695)
C (1.67517, 6.56743, -2.96205)
C (2.82851, 6.90232, -2.25713)
C (2.82831, 6.53239, -0.88749)
C (1.77617, 5.84561, -0.31727)
H (-0.28203, 5.74439, -2.87146)
H (1.57882, 6.75471, -4.00566)
H (3.66695, 7.47180, -2.63479)
H (3.71618, 6.59032, -0.28777)
H (1.91600, 5.51266, 0.70250)
C (2.54999, 3.50943, 7.52120)
Cl (2.04950, 2.26644, 6.33878)
Cl (3.87638, 4.50423, 6.95732)
H (1.68106, 4.12300, 7.69222)
H (2.88360, 2.91194, 8.35995)
C (-0.26689, -3.34773, 2.69007)
Cl (-1.68016, -4.19797, 3.35831)
Cl (0.02683, -3.68872, 0.96740)
H (-0.36883, -2.27426, 2.74872)
H (0.53214, -3.68922, 3.30608)
C (-0.29525, 9.69479, -0.60362)
C (-1.23238, 10.88235, -0.82250)
C (-1.22456, 11.45549, -2.28615)
C (-1.04534, 10.31192, -3.15212)
N (-0.94642, 9.29602, -3.70103)
H (0.75433, 9.97794, -0.86206)
H (-0.52179, 8.73914, -1.10856)
H (-0.14695, 9.37995, 0.41460)
H (-0.82427, 11.65545, -0.17315)
H (-2.25257, 10.61893, -0.46593)
H (-0.43663, 12.18110, -2.40747)
H (-2.18001, 12.02847, -2.49050)
C (7.39215, -3.34861, -2.42576)
C (8.64708, -2.55204, -2.23360)
C (8.61957, -1.35714, -1.26863)
C (7.57915, -0.34911, -1.49460)
N (6.80605, 0.37573, -1.91424)
H (7.64678, -4.27216, -2.94373)
H (6.58131, -2.84705, -2.99123)
H (6.90535, -3.67741, -1.51060)
H (9.10102, -2.23459, -3.18339)
H (9.41546, -3.18792, -1.75223)
H (9.62300, -0.90748, -1.19761)
H (8.41879, -1.73611, -0.25772)
C (-1.76771, 1.49740, 6.47112)
C (-1.40680, 2.76480, 5.70556)
C (-2.51236, 3.13955, 4.72877)
C (-2.75680, 2.01867, 3.78986)
N (-2.94836, 1.17688, 3.03183)
H (-2.64235, 1.53984, 7.14396)
H (-0.96973, 1.25352, 7.23994)
H (-1.72729, 0.60735, 5.80064)
H (-0.39694, 2.66181, 5.27750)
H (-1.28659, 3.58281, 6.37574)
H (-2.17707, 4.00528, 4.15354)
H (-3.40260, 3.38936, 5.29826)
C (2.97687, -1.36577, 7.03950)
C (1.61392, -1.42093, 7.72024)
C (1.69455, -1.43311, 9.26314)
C (2.26950, -0.19761, 9.69567)
N (2.67397, 0.69975, 10.26864)
H (3.54943, -0.43621, 7.32466)
H (2.84030, -1.24669, 5.93676)
H (3.62654, -2.23024, 7.26618)
H (1.13664, -2.37295, 7.42004)
H (1.12406, -0.50745, 7.36443)
H (2.27171, -2.26419, 9.77381)
H (0.64187, -1.52806, 9.58472)
C (4.62526, 3.37148, 1.63548)
C (5.53326, 3.22362, 2.85786)
C (6.59221, 2.06524, 2.73477)
C (5.90857, 0.80095, 2.46797)
N (5.23078, -0.07843, 2.30927)
H (5.16624, 3.33658, 0.70899)
H (4.12837, 4.34745, 1.68886)
H (3.86257, 2.62659, 1.67171)
H (4.95673, 3.15148, 3.77322)
H (6.12620, 4.12671, 3.06785)
H (7.30929, 2.08207, 3.53366)
H (7.25897, 2.30594, 1.90362)
C (1.14691, -3.40537, -7.40897)
C (-0.16949, -4.19285, -7.58023)
C (-1.34098, -3.15228, -7.81666)
C (-1.81342, -3.12389, -6.37157)
N (-2.04422, -2.94862, -5.22732)
H (1.05592, -2.63647, -6.62298)
H (1.37357, -2.92382, -8.40275)
H (1.98033, -4.03948, -7.17483)
H (-0.47306, -4.76428, -6.69348)
H (-0.05503, -4.86099, -8.40683)
H (-2.14331, -3.55642, -8.45129)
H (-1.01621, -2.11337, -7.99177)
C (-4.90977, -8.49629, -2.30800)
C (-3.42634, -8.35043, -1.84073)
C (-2.65904, -7.51710, -2.98022)
C (-3.20822, -6.19004, -2.85854)
N (-3.30208, -5.10072, -2.48688)
H (-5.55302, -8.78002, -1.48507)
H (-4.91954, -9.22009, -3.12312)
H (-5.29031, -7.54282, -2.74277)
H (-3.03622, -9.36595, -1.74660)
H (-3.25314, -7.84583, -0.86988)
H (-2.64440, -8.07732, -3.93677)
H (-1.60626, -7.33564, -2.67446)
C (-6.87565, -1.70727, 1.24895)
C (-5.54600, -0.94178, 1.21401)
C (-4.32418, -1.91708, 1.13121)
C (-4.26714, -2.47409, -0.22012)
N (-4.36139, -2.94389, -1.27226)
H (-7.61768, -1.16133, 0.70804)
H (-7.16078, -1.74340, 2.34966)
H (-6.75635, -2.69752, 0.81975)
H (-5.30577, -0.45752, 2.19468)
H (-5.54725, -0.21750, 0.40562)
H (-4.41834, -2.76133, 1.81088)
H (-3.31622, -1.53579, 1.31218)
C (2.28160, 1.57493, -3.19734)
C (1.67097, 2.25420, -4.43010)
C (0.17491, 2.06204, -4.27821)
C (-0.27353, 2.68183, -3.03155)
N (-0.49407, 3.23013, -2.04736)
H (3.31267, 1.28073, -3.45235)
H (1.70900, 0.67939, -2.84546)
H (2.35645, 2.23469, -2.31121)
H (1.89491, 1.78954, -5.45142)
H (1.94380, 3.33037, -4.49639)
H (0.03494, 0.94815, -4.15706)
H (-0.39915, 2.40224, -5.17360)

Summary:
Kohn-Sham gap   6.747 eV
Charge   +2
HOMO energy   -12.03 eV


The lowest Kohn-Sham gap belongs to which entry?
C72H97AsBCl6F6In2N15O16